Here is a cluster of 13 separate species, C14H57NO16P in total from the Open Molecules 2025 dataset. Energies are from ωB97M-V/def2-TZVPD.

The geometry in XYZ format:
```
89
Properties=species:S:1:pos:R:3:mulliken_charge:R:1
O -1.89504 2.52557 3.50552 -0.73
P -0.72903 2.08620 2.75890 1.02
O 0.24443 1.25094 3.67447 -0.40
O 0.09291 3.31921 2.22322 -0.49
N -1.30793 1.22505 1.31284 0.27
C -0.27724 0.62277 0.40719 -0.88
C 0.42166 -0.59114 1.01229 -0.43
O -0.41314 -1.16714 2.00448 -0.53
H 1.13955 1.27444 3.29855 0.28
H -0.16425 3.57311 1.31739 0.33
H -2.01758 0.53607 1.57783 0.57
H -1.81100 1.93863 0.75050 -0.04
H -0.80083 0.27744 -0.48292 0.50
H 0.42978 1.37310 0.06745 0.29
H 0.61105 -1.28382 0.19513 0.25
H 1.40450 -0.31324 1.38601 0.55
H 0.14661 -1.50729 2.70374 0.30
C -1.14062 4.40629 -1.25403 -0.52
O -1.80606 4.03872 -0.03051 -0.51
H -0.08161 4.51169 -1.04253 0.10
H -1.27460 3.63180 -2.01009 0.32
H -1.52978 5.35376 -1.62617 0.38
H -2.74545 3.93962 -0.22003 0.26
C 3.51298 -2.49867 0.50941 -0.45
O 3.29265 -1.11397 0.21832 -0.45
H 2.55288 -3.00609 0.44330 0.10
H 4.19554 -2.94449 -0.21489 0.29
H 3.91686 -2.62806 1.51587 0.30
H 4.14319 -0.66913 0.27080 0.25
C -0.13042 -0.52006 7.04621 -0.59
O -0.48876 0.75633 6.52488 -0.44
H -0.13452 -0.44794 8.12975 0.18
H -0.85112 -1.28286 6.74237 0.30
H 0.87087 -0.81193 6.71519 0.27
H -0.49277 0.70197 5.56583 0.29
C -4.57839 2.65471 1.38746 -0.64
O -4.10287 1.81190 0.31657 -0.56
H -3.72715 2.90670 2.01008 0.31
H -5.01460 3.57034 0.98332 0.33
H -5.32176 2.13198 1.98951 0.28
H -4.86760 1.58660 -0.22979 0.29
C -0.27611 -1.16798 -3.61532 -0.66
O -0.93713 -1.57200 -2.40788 -0.31
H 0.78373 -1.05649 -3.39836 0.05
H -0.40323 -1.92723 -4.38681 0.39
H -0.67024 -0.21631 -3.97356 0.37
H -1.87121 -1.67309 -2.60942 0.20
C 1.45273 1.48308 -6.33932 -0.39
O 0.27204 0.68504 -6.24351 -0.49
H 1.44115 2.18489 -5.50861 0.11
H 2.35600 0.86863 -6.27347 0.19
H 1.47201 2.04348 -7.27568 0.29
H 0.28128 0.06861 -6.98278 0.29
C 3.30955 -2.22736 -5.02620 -0.39
O 2.06035 -2.12064 -5.71255 -0.46
H 3.66241 -3.24178 -5.12974 0.20
H 4.04478 -1.54358 -5.46438 0.31
H 3.18718 -1.99905 -3.96235 0.15
H 1.74866 -1.21546 -5.61581 0.19
C 5.21757 -5.87140 -3.54513 -0.58
O 4.90293 -4.50406 -3.81414 -0.45
H 4.28675 -6.43080 -3.57035 0.24
H 5.89374 -6.27386 -4.30183 0.27
H 5.67292 -5.98331 -2.55827 0.24
H 5.72606 -4.00799 -3.79408 0.27
C -5.63167 -1.13296 0.51634 -0.36
O -6.32380 -0.28870 -0.40250 -0.52
H -4.99717 -0.48474 1.11572 0.07
H -6.31939 -1.66075 1.17927 0.31
H -5.00721 -1.85798 -0.01213 0.23
H -6.89639 -0.83612 -0.94580 0.29
C -1.72158 2.09635 9.70362 -0.52
O -2.24789 1.95762 8.39312 -0.46
H -2.55670 2.09056 10.39997 0.23
H -1.05273 1.26558 9.95373 0.20
H -1.17813 3.03891 9.81707 0.24
H -1.50878 1.96093 7.77036 0.31
C -0.64695 -4.49293 -0.55048 -0.46
O -1.90189 -3.83314 -0.41123 -0.51
H -0.80037 -5.40432 -1.12065 0.31
H 0.06417 -3.85428 -1.08282 0.13
H -0.24823 -4.75208 0.43520 0.25
H -1.74483 -3.03209 0.09463 0.27
C 3.23832 3.69635 -2.49381 -0.62
O 1.90230 4.19060 -2.38500 -0.46
H 3.18336 2.61134 -2.53848 0.18
H 3.71835 4.06367 -3.40252 0.29
H 3.83678 3.98758 -1.62758 0.33
H 1.95516 5.15020 -2.34989 0.29
```

Computed properties:
* net charge: +1
* spin multiplicity: 1
* HOMO level: -11.14 eV